(a)
Here is a gas-phase ion, C7H14N (charge +1) from OMol25. Energies are from ωB97M-V/def2-TZVPD.

Geometry as XYZ:
```
22
C7H14N ωB97M-V/def2-TZVPD
C 2.00 2.02 -0.08
C 0.68 1.35 0.37
C 0.19 0.43 -0.76
C -1.10 -0.31 -0.54
C -2.22 -0.03 -1.27
C -0.31 -2.56 0.32
C -1.17 -1.37 0.38
N 1.03 0.44 1.52
H 1.85 2.32 -1.11
H 2.76 1.27 0.19
H 2.30 2.86 0.55
H -0.13 2.07 0.58
H 0.93 -0.36 -0.94
H 0.27 0.97 -1.71
H -3.15 -0.59 -1.16
H -2.53 0.87 -1.79
H -0.71 -3.19 -0.48
H 0.61 -2.23 -0.17
H -2.16 -1.57 0.88
H 0.81 0.85 2.43
H 0.20 -0.17 1.52
H -0.13 -3.07 1.25
```

Computed properties:
LUMO in eV: -7.17
Net charge: +1
Kohn-Sham gap in eV: 6.790


(b)
Here is a gas-phase ion, C7H14N (charge +1) from OMol25. Energies are from ωB97M-V/def2-TZVPD.

Geometry as XYZ:
```
22
C7H14N ωB97M-V/def2-TZVPD
C 0.14 -2.78 -1.90
C -0.27 -1.85 -0.78
C 0.61 -0.63 -0.67
C 0.12 0.42 0.28
C 0.71 1.53 0.70
C 0.11 2.53 1.59
C 0.71 3.15 2.59
N -1.72 -1.36 -1.14
H 0.99 -3.37 -1.55
H 0.74 -2.27 -2.66
H -0.61 -3.37 -2.41
H -0.40 -2.39 0.15
H 1.64 -0.92 -0.47
H 0.70 -0.28 -1.70
H -0.87 0.17 0.69
H 1.67 1.79 0.27
H -0.94 2.74 1.44
H 0.18 3.97 3.06
H 1.76 3.11 2.83
H -2.39 -1.89 -0.58
H -1.96 -1.59 -2.08
H -1.77 -0.36 -0.94
```

Computed properties:
LUMO in eV: -3.39
SMILES: C=C/C=C/C[C@H](C)[NH3+]
Net charge: +1
Kohn-Sham gap in eV: 8.981


(c)
Here is a gas-phase ion, C7H14N (charge +1) from OMol25. Energies are from ωB97M-V/def2-TZVPD.

Geometry as XYZ:
```
22
C7H14N ωB97M-V/def2-TZVPD
C -1.34 0.02 -2.18
C -0.12 0.71 -1.58
C 0.58 0.02 -0.42
C -0.15 0.36 0.88
C -0.02 -0.57 1.85
C -0.28 -0.33 3.27
C 0.27 -1.05 4.23
N 1.07 0.76 -2.74
H -2.29 0.58 -2.06
H -1.67 -0.86 -1.60
H -1.18 -0.19 -3.25
H -0.25 1.77 -1.42
H 0.40 -1.09 -0.49
H 1.57 0.45 -0.50
H -0.53 1.35 0.95
H 0.18 -1.58 1.50
H -1.00 0.48 3.44
H -0.05 -1.12 5.27
H 0.99 -1.84 4.03
H 0.55 0.72 -3.63
H 1.56 -0.13 -2.71
H 1.69 1.56 -2.82
```

Computed properties:
LUMO in eV: -3.44
SMILES: C=C/C=C/C[C@H](C)[NH3+]
Net charge: +1
Kohn-Sham gap in eV: 8.429


(d)
Here is a gas-phase ion, C7H14N (charge +1) from OMol25. Energies are from ωB97M-V/def2-TZVPD.

Geometry as XYZ:
```
22
C7H14N ωB97M-V/def2-TZVPD
C 1.27 0.88 -0.65
C 0.97 -0.41 0.18
C -0.26 -1.29 -0.16
C -1.51 -0.81 0.17
C -1.66 0.40 0.85
C -1.04 0.82 1.94
C 0.06 -2.70 -0.86
N 0.46 2.15 -0.79
H 1.52 0.43 -1.68
H 2.30 1.31 -0.38
H 2.12 -0.89 0.04
H 0.97 -0.20 1.29
H -2.34 -1.43 -0.04
H -2.57 1.00 0.49
H -1.06 1.97 2.15
H -0.31 0.21 2.71
H 0.53 -2.57 -1.92
H 0.61 -3.15 -0.16
H -0.85 -3.14 -0.90
H 0.42 2.38 -1.75
H 0.84 2.94 -0.27
H -0.47 2.10 -0.26
```

Computed properties:
LUMO in eV: -3.54
SMILES: C=C/C=C(/C)CC[NH3+]
Net charge: +1
Kohn-Sham gap in eV: 8.808


Stability summary - winner: (b); margin: 0.0225 hartree.


(a)
Here is a gas-phase ion, C7H14N (charge +1) from OMol25. Energies are from ωB97M-V/def2-TZVPD.

Geometry as XYZ:
```
22
C7H14N ωB97M-V/def2-TZVPD
C -0.61 0.44 -1.25
C 1.21 -0.75 -0.29
C -0.20 1.27 -0.03
C 0.25 -0.05 0.58
C 0.94 2.28 -0.22
C -0.06 -0.52 2.00
C -1.09 -1.91 -0.59
N -0.26 -0.80 -0.60
H -1.62 0.64 -1.48
H -0.03 0.67 -2.24
H 1.87 -0.24 -0.91
H 1.60 -1.63 0.03
H -1.02 1.70 0.64
H 1.85 1.83 -0.60
H 1.24 2.76 0.69
H 0.57 2.98 -0.92
H 0.07 -1.62 2.06
H -1.01 -0.21 2.20
H 0.55 -0.05 2.69
H -1.76 -2.05 -1.57
H -0.62 -2.95 -0.33
H -1.86 -1.78 0.15
```

Computed properties:
LUMO in eV: -2.59
SMILES: C[C@H]1C[N@@+]2(C)C[C@@]12C
Net charge: +1
Kohn-Sham gap in eV: 13.091


(b)
Here is 2 unconnected molecules or ions with the total composition C7H14N from OMol25. Energies are from ωB97M-V/def2-TZVPD.

Geometry as XYZ:
```
22
C7H14N ωB97M-V/def2-TZVPD
C -2.17 -1.58 0.26
C 0.68 1.98 0.37
C -2.21 -0.30 0.08
C 0.31 0.77 0.19
C -2.98 0.88 -0.21
C 2.66 0.20 -0.74
C 1.28 -1.40 0.70
N 1.34 -0.25 -0.22
H -3.02 -2.14 0.55
H -1.32 -2.24 0.27
H 1.67 2.44 0.39
H -0.04 2.78 0.23
H -2.85 1.15 -1.35
H -2.68 1.67 0.33
H -4.11 0.75 -0.03
H 3.04 1.04 -0.26
H 3.44 -0.52 -0.77
H 2.53 0.52 -1.74
H 1.57 -1.05 1.66
H 0.28 -1.76 0.86
H 1.85 -2.31 0.40
H 0.74 -0.65 -0.98
```

Computed properties:
LUMO (alpha / beta) in eV: -4.88 / -4.84
Net charge: +1
Kohn-Sham gap (alpha / beta) in eV: 7.856 / 7.932


Stability summary - winner: (a); margin: 0.1563 hartree.


(a)
Here is a molecular structure, C4H13HgN2 from OMol25. Energies are from ωB97M-V/def2-TZVPD.

Geometry as XYZ:
```
20
C4H13HgN2 ωB97M-V/def2-TZVPD
C -3.13 -0.90 -2.58
Hg 0.87 0.19 -2.33
N 3.14 1.15 -2.17
H -4.57 -1.32 -2.76
H -3.81 -1.61 -2.65
H -3.21 -0.53 -1.51
H -2.52 -1.87 -2.77
H -3.13 -0.13 -3.42
H 2.94 1.06 -1.14
H 2.69 1.93 -2.75
H 3.64 0.38 -2.73
C 0.07 -0.26 3.64
C 1.24 0.51 2.99
C 1.36 0.58 1.53
N 1.68 0.62 0.40
H -0.89 0.19 3.36
H 0.18 -0.18 4.73
H 0.07 -1.33 3.42
H 1.25 1.54 3.38
H 2.14 -0.01 3.34
```

Computed properties:
LUMO (alpha / beta) in eV: 3.26 / 3.09
Net charge: -1
Kohn-Sham gap (alpha / beta) in eV: 6.565 / 2.480


(b)
Here is a molecular structure, C4H13HgN2 from OMol25. Energies are from ωB97M-V/def2-TZVPD.

Geometry as XYZ:
```
20
C4H13HgN2 ωB97M-V/def2-TZVPD
C -1.41 -1.42 -3.32
Hg -1.01 -0.02 -1.70
N 1.26 0.77 -2.76
H -1.19 -0.15 0.03
H -1.76 0.51 -0.16
H -2.40 -1.86 -3.15
H -0.58 -2.06 -3.18
H -1.38 -0.75 -4.18
H 1.97 0.33 -2.21
H 1.34 1.76 -2.59
H 1.39 0.61 -3.74
C -0.32 -0.22 3.48
C 0.98 0.61 3.29
C 1.03 0.58 1.78
N 1.10 0.63 0.64
H -1.08 0.30 2.85
H -0.55 -0.36 4.55
H -0.17 -1.13 2.87
H 0.91 1.68 3.68
H 1.88 0.20 3.82
```

Computed properties:
LUMO in eV: 2.97
Net charge: -1
Kohn-Sham gap in eV: 2.509


Stability summary - winner: (b); margin: 0.0625 hartree.


(a)
Here is 2 unconnected molecules or ions with the total composition CH3IO3S from OMol25. Energies are from ωB97M-V/def2-TZVPD.

Geometry as XYZ:
```
9
CH3IO3S ωB97M-V/def2-TZVPD
C 1.11 0.63 0.57
O 0.33 -2.28 0.33
O -0.95 -1.53 -1.69
O 0.28 0.18 -0.40
S -0.48 -1.24 -0.34
I -4.45 2.02 -0.87
H 0.75 1.31 1.31
H 1.89 1.18 0.12
H 1.52 -0.27 0.96
```

Computed properties:
LUMO (alpha / beta) in eV: -2.59 / -3.38
Net charge: 0
Kohn-Sham gap (alpha / beta) in eV: 7.822 / 6.686


(b)
Here is CH3IO3S in the gas phase from OMol25. Energies are from ωB97M-V/def2-TZVPD.

Geometry as XYZ:
```
9
CH3IO3S ωB97M-V/def2-TZVPD
C -0.36 -0.79 -1.05
O -0.51 -1.44 1.49
O -0.55 1.03 0.55
O 2.08 1.78 0.82
S 0.25 -0.49 0.70
I 0.57 2.30 1.67
H 0.06 -0.06 -1.79
H -0.19 -1.76 -1.27
H -1.35 -0.56 -1.12
```

Computed properties:
LUMO in eV: -1.59
Net charge: 0
Kohn-Sham gap in eV: 7.848


Stability summary - winner: (a); margin: 0.0667 hartree.